ORCA calculation (ωB97M-V with the def2-TZVPD basis set) on a molecular structure, C27H37N2O4STl.

```
72
C27H37N2O4STl, DFT ωB97M-V with the def2-TZVPD basis set
Tl 1.434 0.150 -0.755
C 1.090 -3.795 -1.558
C 2.592 -3.950 -1.736
C 3.356 -4.088 -0.429
N 3.369 -2.830 0.314
C 3.961 -2.663 1.501
S 4.814 -1.301 1.935
N 3.901 -3.721 2.406
C 2.940 -4.698 2.670
O 3.288 -5.681 3.302
C 1.543 -4.488 2.212
C 0.981 -3.217 2.080
C -0.318 -3.087 1.616
C -1.066 -4.211 1.288
C -0.521 -5.479 1.469
C 0.777 -5.618 1.933
H 0.588 -3.745 -2.526
H 0.813 -2.880 -1.035
H 0.674 -4.640 -1.003
H 2.999 -3.105 -2.301
H 2.807 -4.853 -2.319
H 4.396 -4.371 -0.639
H 2.910 -4.885 0.166
H 3.254 -1.977 -0.231
H 4.674 -3.735 3.052
H 1.515 -2.300 2.304
H -0.730 -2.098 1.460
H -2.043 -4.059 0.846
H -1.101 -6.361 1.223
H 1.224 -6.596 2.067
O -2.717 -2.408 -0.728
C -2.175 -1.328 -1.027
O -0.958 -1.083 -1.222
H -2.864 -0.450 -1.137
C -0.299 6.266 2.016
C 0.228 4.862 1.897
C -0.473 3.889 1.308
C 0.045 2.494 1.029
C -1.130 1.528 1.297
C 1.220 2.195 1.977
C 1.655 0.902 2.194
O 1.198 -0.183 1.685
C 1.978 3.290 2.536
C 3.287 3.041 3.248
C 1.539 4.571 2.447
H -1.331 6.329 1.664
H 0.304 6.960 1.420
H -0.265 6.621 3.052
H -1.477 4.107 0.945
H -2.050 1.907 0.847
H -1.297 1.446 2.374
H -0.945 0.534 0.901
H 2.515 0.778 2.869
H 3.991 2.491 2.619
H 3.146 2.451 4.157
H 3.740 3.994 3.530
H 2.133 5.382 2.860
C -0.180 4.485 -1.713
C -0.139 2.940 -1.661
C 0.636 2.504 -2.916
C -1.564 2.404 -1.804
C 0.613 2.371 -0.429
H -0.465 4.826 -2.718
H 0.801 4.903 -1.472
H -0.895 4.901 -1.004
H 0.200 2.957 -3.815
H 0.612 1.421 -3.046
H 1.684 2.815 -2.851
H -1.988 2.703 -2.771
H -2.218 2.796 -1.024
H -1.568 1.314 -1.740
H 1.572 2.916 -0.407
```

The calculation puts the total energy at -55299.42283 eV. Its total charge is -2. Its LUMO energy is 4.4 eV. Its energy above the lowest of the compared OMol25 structures with the same formula, charge and spin is 0.00 kJ/mol. The highest occupied orbital energy is -0.0233 hartree.

ORCA calculation (ωB97M-V with the def2-TZVPD basis set) on a molecular structure, C19H18HgNO at a distorted geometry.

```
40
C19H18HgNO, DFT ωB97M-V with the def2-TZVPD basis set
C -1.171 -2.479 3.555
C -0.415 -3.357 2.583
C 0.552 -2.617 1.903
H -0.604 -4.421 2.530
C 0.406 -1.229 2.198
C -0.655 -1.037 3.168
H -0.536 -0.333 3.981
H -0.977 -2.734 4.619
H 1.297 -3.068 1.258
H 0.992 -0.484 1.649
C -2.447 -1.282 -1.398
C -3.517 -2.071 -0.869
C -4.230 -1.293 0.058
H -3.769 -3.075 -1.246
C -3.578 0.006 0.143
C -2.465 -0.028 -0.781
H -1.761 0.778 -0.992
H -1.762 -1.590 -2.200
H -5.112 -1.632 0.624
H -4.011 0.926 0.550
Hg -2.511 -0.200 2.246
O 0.992 0.314 -1.285
C 2.051 -0.548 -1.274
C 2.370 0.786 -0.668
H 1.853 -1.350 -0.574
H 2.585 -0.779 -2.196
H 2.873 0.715 0.294
H 3.989 2.838 0.015
C 3.454 3.025 -0.925
C 2.585 2.004 -1.382
C 1.811 2.255 -2.549
H 1.060 1.535 -2.876
C 1.915 3.446 -3.246
H 1.312 3.607 -4.139
C 2.862 4.402 -2.849
H 3.001 5.333 -3.399
C 3.595 4.201 -1.660
H 4.329 4.936 -1.305
N -3.757 -2.840 3.120
C -2.606 -2.660 3.320
```

The calculation puts the total energy at -27701.45906 eV. Its total charge is -1. Its LUMO energy (alpha / beta) is 2.7 / 2.7 eV. Its energy above the lowest of the compared OMol25 structures with the same formula, charge and spin is 0.00 kJ/mol. The highest occupied orbital energy (alpha / beta) is -0.0709 / -0.0755 hartree.

ORCA calculation (ωB97M-V with the def2-TZVPD basis set) on a molecular structure, C7H20OSb at a distorted geometry.

```
29
C7H20OSb, DFT ωB97M-V with the def2-TZVPD basis set
C -2.496 -0.680 0.950
C -1.181 -0.577 1.970
C -0.929 0.929 2.568
C 0.130 -1.285 1.289
C 0.869 -0.406 0.119
C 2.499 -0.331 0.482
C 0.649 -1.018 -1.416
O -0.440 -0.245 -2.035
Sb 0.232 1.443 -2.972
H -2.965 0.369 0.725
H -3.321 -1.367 1.469
H -2.192 -1.253 -0.037
H -1.477 -1.258 2.905
H -0.194 1.596 1.949
H -0.526 0.870 3.690
H -1.983 1.483 2.654
H 0.886 -1.620 2.120
H -0.255 -2.284 0.762
H 0.479 0.697 0.081
H 2.960 -1.378 0.732
H 2.583 0.311 1.485
H 3.088 0.253 -0.352
H 1.640 -1.025 -2.053
H 0.271 -2.140 -1.356
H -1.265 2.239 -2.440
H -0.574 1.009 -4.471
H 1.713 0.704 -3.523
H 1.108 2.002 -1.550
H 0.691 2.960 -3.743
```

The calculation puts the total energy at -16161.92274 eV. Its total charge is -1. Its LUMO energy is 3.3 eV. Its energy above the lowest of the compared OMol25 structures with the same formula, charge and spin is 208.93 kJ/mol. The highest occupied orbital energy is -0.1314 hartree.

Number 2 is which compound?
C19H18HgNO